# 1
115
Properties=species:S:1:pos:R:3 method="wB97M-V/def2-TZVPD" spin_multiplicity=1 e_lumo_ev=0.2 de_lowest_ev=0.312 e_homo_ha=-0.3096
C -3.16 -1.85 -2.05
C -2.02 -2.85 -2.17
C -2.31 -4.05 -3.08
O -1.20 -4.06 -3.98
C -0.30 -3.10 -3.64
O 0.80 -3.03 -4.05
O -0.88 -2.24 -2.75
H -4.07 -2.33 -1.70
H -3.37 -1.41 -3.03
H -2.88 -1.00 -1.42
H -1.77 -3.25 -1.19
H -3.25 -4.03 -3.62
H -2.22 -4.94 -2.46
C -6.60 4.02 -0.16
C -6.13 2.58 -0.12
C -6.19 1.86 -1.49
O -4.97 1.12 -1.53
C -4.16 1.55 -0.54
O -3.04 1.15 -0.43
O -4.74 2.43 0.25
H -6.70 4.29 0.91
H -7.53 4.19 -0.68
H -5.82 4.73 -0.42
H -6.59 1.89 0.59
H -6.33 2.57 -2.30
H -7.07 1.21 -1.55
C 2.76 3.91 -0.21
C 3.97 4.26 0.64
C 3.73 5.32 1.74
O 4.16 4.67 2.93
C 4.37 3.37 2.71
O 4.51 2.55 3.57
O 4.25 3.08 1.41
H 2.22 4.81 -0.54
H 2.01 3.38 0.38
H 2.99 3.33 -1.10
H 4.80 4.61 0.02
H 2.68 5.57 1.84
H 4.28 6.24 1.57
C 3.84 -3.72 3.15
C 3.09 -4.60 2.17
C 1.55 -4.52 2.32
O 1.07 -4.24 1.02
C 2.07 -3.94 0.20
O 1.93 -3.56 -0.92
O 3.24 -4.07 0.84
H 3.51 -2.69 2.97
H 4.92 -3.79 3.00
H 3.59 -3.97 4.18
H 3.47 -5.62 2.21
H 1.27 -3.72 2.99
H 1.20 -5.52 2.58
C 0.16 0.45 -1.45
C -0.06 0.44 0.03
C -0.38 -0.91 0.63
O 0.58 -1.05 1.67
C 1.50 -0.07 1.63
O 2.44 -0.02 2.37
O 1.16 0.83 0.71
H 0.45 1.49 -1.67
H -0.70 0.22 -2.07
H 1.01 -0.07 -1.89
H -0.75 1.24 0.32
H -0.23 -1.71 -0.10
H -1.44 -0.95 0.89
C 4.87 -0.30 -0.37
S 6.32 -1.01 0.46
O 7.45 -0.38 -0.35
C 6.22 0.07 1.92
H 3.91 -0.76 -0.11
H 5.08 -0.30 -1.44
H 4.75 0.77 -0.19
H 7.16 0.05 2.47
H 5.41 -0.30 2.55
H 6.03 1.09 1.61
C 0.02 3.80 -3.44
S -1.50 3.60 -2.44
O -2.29 4.84 -2.79
C -2.13 2.33 -3.58
H 0.78 3.12 -3.03
H 0.50 4.77 -3.34
H -0.15 3.57 -4.48
H -1.33 1.65 -3.85
H -2.45 2.85 -4.48
H -2.98 1.77 -3.20
C -2.95 0.95 3.13
S -2.97 1.44 4.89
O -4.24 0.84 5.44
C -1.64 0.33 5.48
H -1.96 1.06 2.70
H -3.68 1.57 2.62
H -3.27 -0.09 3.14
H -2.05 -0.67 5.56
H -1.25 0.74 6.40
H -0.84 0.33 4.73
C -2.88 -4.90 2.65
S -2.74 -3.08 2.80
O -3.36 -2.52 1.54
C -3.89 -2.84 4.16
H -2.17 -5.18 1.87
H -3.91 -5.14 2.37
H -2.59 -5.40 3.57
H -4.91 -3.18 3.96
H -3.94 -1.79 4.45
H -3.46 -3.39 5.00
C 3.15 1.40 -5.68
S 2.64 0.83 -4.03
O 1.15 0.75 -4.13
C 3.32 -0.85 -4.13
H 4.21 1.69 -5.63
H 2.64 2.34 -5.90
H 2.99 0.66 -6.46
H 3.01 -1.22 -5.11
H 2.85 -1.47 -3.36
H 4.40 -0.91 -4.05


# 2
114
Properties=species:S:1:pos:R:3 method="wB97M-V/def2-TZVPD" spin_multiplicity=1 e_lumo_ev=-1.5 de_lowest_ev=36.900 e_homo_ha=-0.2953
C -0.43 0.89 6.75
O -0.29 1.04 5.37
C -1.23 1.53 4.59
O -2.32 1.93 4.98
O -0.81 1.72 3.29
C -1.63 2.52 2.43
H 0.61 0.96 7.07
H -0.76 -0.10 7.04
H -0.93 1.70 7.28
H -2.57 2.17 2.00
H -1.00 2.93 1.64
H -1.88 3.40 3.02
C -0.81 2.97 0.45
O -1.53 2.61 -0.74
C -1.03 3.11 -1.93
O -0.30 4.14 -2.10
O -1.30 2.20 -2.93
C -0.81 2.37 -4.26
H -0.50 2.07 0.98
H -1.54 3.52 1.06
H 0.04 3.61 0.21
H 0.18 1.92 -4.33
H -0.81 3.43 -4.52
H -1.55 1.96 -4.95
C -0.32 -2.92 1.34
O 0.79 -2.94 2.19
C 1.95 -3.26 1.63
O 2.16 -3.47 0.39
O 2.83 -3.36 2.56
C 4.10 -3.89 2.19
H -0.34 -2.08 0.65
H -1.18 -2.77 1.99
H -0.52 -3.79 0.71
H 4.46 -3.39 1.30
H 4.05 -4.95 1.93
H 4.81 -3.84 3.01
C 2.73 -0.80 0.31
O 2.78 -1.88 -0.66
C 1.96 -2.05 -1.79
O 1.09 -1.33 -2.25
O 2.54 -3.09 -2.52
C 1.81 -3.50 -3.73
H 3.48 -1.02 1.07
H 1.76 -0.85 0.80
H 2.90 0.12 -0.25
H 0.75 -3.23 -3.72
H 1.60 -4.56 -3.64
H 2.42 -3.14 -4.56
C -3.50 -1.36 -6.53
O -2.83 -0.67 -5.41
C -1.61 -0.98 -4.91
O -0.80 -1.88 -5.29
O -1.57 -0.31 -3.76
C -0.43 -0.50 -2.92
H -4.50 -1.69 -6.23
H -2.92 -2.24 -6.81
H -3.42 -0.65 -7.35
H -0.66 0.03 -2.00
H 0.49 -0.03 -3.28
H -0.29 -1.54 -2.63
C -1.02 -4.63 -3.36
O -1.27 -3.39 -2.72
C -2.18 -3.35 -1.86
O -2.91 -4.25 -1.43
O -2.14 -2.05 -1.50
C -3.09 -1.60 -0.54
H -1.87 -5.31 -3.39
H -0.20 -5.19 -2.92
H -0.76 -4.43 -4.40
H -2.82 -1.93 0.47
H -4.02 -2.09 -0.82
H -3.23 -0.52 -0.55
C 6.19 3.10 -0.54
O 4.83 2.76 -0.86
C 4.03 2.08 0.04
O 4.52 1.40 0.93
O 2.75 2.18 -0.29
C 1.73 1.73 0.60
H 6.36 3.95 0.11
H 6.52 3.44 -1.52
H 6.84 2.32 -0.13
H 1.62 2.44 1.41
H 1.75 0.71 0.99
H 0.84 1.82 -0.02
C 3.84 0.50 2.89
C 3.20 1.80 3.35
O 3.82 2.80 3.50
C 1.67 1.78 3.40
H 3.26 0.17 2.03
H 3.75 -0.26 3.66
H 4.84 0.83 2.61
H 1.18 2.74 3.57
H 1.36 1.04 4.14
H 1.36 1.46 2.40
C -3.60 1.55 1.60
C -4.68 2.63 1.49
O -4.36 3.84 1.31
C -6.16 2.16 1.65
H -3.95 0.59 1.20
H -3.45 1.35 2.66
H -2.68 1.82 1.07
H -6.75 2.04 0.74
H -6.73 2.96 2.11
H -6.10 1.21 2.19
C -1.61 0.05 0.89
C -0.14 0.21 0.49
O 0.76 0.31 1.33
C 0.23 0.15 -1.02
H -1.73 0.52 1.87
H -1.74 -1.03 0.86
H -2.32 0.34 0.11
H 1.26 0.48 -1.16
H -0.32 0.89 -1.61
H 0.02 -0.90 -1.24


# 3
103
Properties=species:S:1:pos:R:3 method="wB97M-V/def2-TZVPD" spin_multiplicity=4 e_lumo_ev="0.4 / 0.3" de_lowest_ev=0.000 e_homo_ha="-0.2883 / -0.3306"
C 0.68 -4.36 4.04
C -0.57 -4.03 3.23
O -0.27 -3.36 1.99
B 0.61 -4.06 1.21
O 0.34 -5.34 0.75
O 1.80 -3.48 0.77
C 2.14 -2.23 1.19
O 2.96 -2.04 2.01
O 1.51 -1.25 0.55
H 1.14 -5.32 3.74
H 0.41 -4.47 5.10
H 1.43 -3.57 3.97
H -1.20 -3.34 3.81
H -1.15 -4.94 3.03
H 0.95 -6.00 1.11
H 1.18 -1.57 -0.30
C -6.83 -0.51 -0.28
C -5.94 -0.25 0.96
C -4.72 0.62 0.62
C -3.64 -0.12 -0.16
C -3.21 -1.38 0.58
C -4.38 -2.31 0.90
N -5.47 -1.53 1.58
O -5.26 -1.40 2.85
C -4.86 -2.99 -0.39
C -3.94 -3.42 1.84
C -6.81 0.50 1.96
H -6.67 0.27 -1.03
H -6.66 -1.47 -0.76
H -7.88 -0.49 -0.01
H -4.29 0.99 1.55
H -5.06 1.50 0.07
H -4.00 -0.36 -1.17
H -2.79 0.55 -0.29
H -2.47 -1.94 0.00
H -2.72 -1.09 1.52
H -5.81 -3.51 -0.23
H -4.12 -3.74 -0.68
H -4.96 -2.31 -1.23
H -3.48 -3.04 2.75
H -3.20 -4.05 1.34
H -4.79 -4.05 2.12
H -7.64 -0.13 2.31
H -7.23 1.38 1.47
H -6.25 0.83 2.83
C 0.39 4.70 -1.25
C -0.96 4.62 -0.51
C -1.05 5.67 0.61
C -0.20 5.35 1.83
C -0.54 3.96 2.37
C -0.41 2.86 1.31
N -1.18 3.26 0.09
O -2.44 2.98 0.19
C 1.08 2.60 1.01
C -0.98 1.55 1.84
C -2.05 4.90 -1.54
H 0.83 5.69 -1.15
H 1.13 3.98 -0.92
H 0.24 4.52 -2.32
H -2.10 5.75 0.93
H -0.78 6.64 0.19
H 0.87 5.42 1.58
H -0.38 6.09 2.61
H 0.11 3.71 3.21
H -1.56 3.97 2.75
H 1.18 1.98 0.12
H 1.52 2.06 1.84
H 1.67 3.50 0.88
H -2.01 1.66 2.18
H -0.37 1.21 2.68
H -0.95 0.78 1.07
H -2.08 4.12 -2.29
H -1.82 5.85 -2.03
H -3.03 4.98 -1.08
C 6.26 -2.61 -2.61
C 5.03 -1.88 -3.20
C 5.43 -0.89 -4.30
C 6.11 0.37 -3.77
C 5.22 1.06 -2.74
C 4.82 0.14 -1.59
N 4.25 -1.15 -2.15
O 3.00 -1.05 -2.44
C 6.02 -0.10 -0.67
C 3.74 0.78 -0.74
C 4.14 -2.96 -3.81
H 7.09 -2.61 -3.31
H 6.61 -2.19 -1.68
H 6.01 -3.65 -2.39
H 4.54 -0.60 -4.86
H 6.09 -1.41 -5.00
H 7.09 0.13 -3.35
H 6.30 1.05 -4.61
H 5.72 1.94 -2.32
H 4.31 1.42 -3.24
H 5.82 -0.91 0.04
H 6.21 0.80 -0.09
H 6.95 -0.33 -1.20
H 2.87 1.08 -1.33
H 4.13 1.66 -0.23
H 3.40 0.08 0.03
H 3.75 -3.62 -3.04
H 4.74 -3.55 -4.50
H 3.30 -2.54 -4.36